Entry 1:
DFT (ωB97M-V with the def2-TZVPD basis set) results for a molecular structure, C6H11FN2S2.

```
! RIJCOSX wB97M-V def2-TZVPD def2/J DEFGRID3
* xyz 0 1
C -0.170 1.347 -1.525
C -2.515 1.066 -0.606
C 0.533 -2.860 1.488
C 2.467 2.323 -1.497
C 0.299 -1.320 1.456
C -0.973 -0.907 0.706
N 0.064 0.849 -0.412
N -0.964 0.504 0.398
F -3.306 -0.044 -0.720
S -1.868 1.713 -2.065
S 1.193 1.809 -2.673
H -3.061 1.730 0.100
H -0.013 -3.208 0.611
H 1.604 -2.995 1.528
H 0.114 -3.183 2.364
H 3.328 2.694 -2.098
H 2.855 1.777 -0.656
H 1.980 3.146 -0.988
H 1.130 -0.791 0.958
H 0.163 -1.000 2.554
H -0.975 -1.611 -0.157
H -1.886 -1.039 1.232
*
```

Computed properties:
Energy relative to the best compared isomer or geometry (same formula, charge and spin) in kJ/mol: 129.2
Largest force on an atom in eV/Å: 3.7
E_LUMO in eV: 0.693
M in g/mol: 194.30
HOMO level in eV: -8.453

***

Entry 2:
DFT (ωB97M-V with the def2-TZVPD basis set) results for 13 unconnected molecules or ions with the total composition H24O16S.

```
! RIJCOSX wB97M-V def2-TZVPD def2/J DEFGRID3
* xyz -2 1
S -0.219 0.049 0.028
O 0.188 0.108 1.364
O 0.837 -0.023 -0.849
O -0.998 -1.156 -0.228
O -0.977 1.300 -0.108
O 1.793 -1.837 -2.549
H 0.933 -1.790 -3.110
H 1.581 -1.088 -1.923
O -1.860 -1.968 -2.427
H -2.222 -2.907 -2.518
H -1.500 -1.756 -1.570
O 2.891 -0.321 2.473
H 3.404 -0.386 1.773
H 1.986 -0.224 2.152
O -0.263 -1.546 3.593
H 0.010 -0.923 2.794
H -0.180 -0.956 4.453
O -3.153 1.229 1.315
H -2.313 1.109 0.784
H -3.884 1.098 0.546
O -0.277 1.863 3.163
H -0.006 1.258 2.363
H -1.050 2.190 2.697
O -1.650 1.828 -2.589
H -0.922 2.266 -2.953
H -1.344 1.565 -1.582
O 0.337 3.334 -0.343
H 0.667 3.571 0.502
H -0.072 2.479 -0.231
O -2.688 -2.567 0.956
H -2.202 -3.154 1.464
H -1.971 -2.041 0.494
O 1.481 2.083 -2.589
H 1.478 2.976 -2.118
H 1.344 1.251 -2.153
O 3.375 0.360 -0.662
H 3.319 1.274 -0.556
H 2.388 0.236 -0.631
O 0.654 -3.194 -0.169
H 0.057 -2.540 -0.141
H 1.024 -3.054 -0.932
*
```

Computed properties:
Energy relative to the best compared isomer or geometry (same formula, charge and spin) in kJ/mol: 416.5
Largest force on an atom in eV/Å: 8.2
E_LUMO in eV: 5.277
M in g/mol: 312.24
HOMO level in eV: -4.528

***

Entry 3:
DFT (ωB97M-V with the def2-TZVPD basis set) results for a single C6H9N3 molecule.

```
! RIJCOSX wB97M-V def2-TZVPD def2/J DEFGRID3
* xyz 0 1
C 1.651 -1.937 0.016
C 1.986 0.655 0.232
C 1.021 1.894 -0.252
C -0.333 1.231 -0.009
C -0.136 -0.176 0.114
C -2.236 -0.510 0.005
H 2.186 -2.474 0.737
H 2.169 -2.044 -0.988
H 0.492 -2.279 -0.486
H 2.148 0.930 1.475
H 2.862 0.388 -0.274
H 1.574 2.628 0.222
H 1.198 2.119 -1.389
H -1.066 1.591 0.915
H -1.167 1.471 -0.720
N 1.163 -0.484 0.076
N -1.031 -0.986 -0.264
N -3.290 0.144 0.170
*
```

Computed properties:
Energy relative to the best compared isomer or geometry (same formula, charge and spin) in kJ/mol: 371.2
Largest force on an atom in eV/Å: 8.5
E_LUMO in eV: 0.534
M in g/mol: 123.16
HOMO level in eV: -8.862

***

Entry 4:
DFT (ωB97M-V with the def2-TZVPD basis set) results for a single C4H3N molecule.

```
! RIJCOSX wB97M-V def2-TZVPD def2/J DEFGRID3
* xyz 0 1
C 1.455 0.947 -0.025
C 0.727 -0.268 0.033
C -0.582 -0.529 -0.214
C -1.639 0.436 -0.294
N -2.566 1.134 -0.301
H 2.174 1.000 0.813
H 1.340 -1.157 0.241
H -0.909 -1.564 -0.253
*
```

Computed properties:
Energy relative to the best compared isomer or geometry (same formula, charge and spin) in kJ/mol: 273.8
Largest force on an atom in eV/Å: 1.4
E_LUMO (spin up / spin down) in eV: -1.453 / -1.966
M in g/mol: 65.07
HOMO level (spin up / spin down) in eV: -9.207 / -9.871

***

Entry 5:
DFT (ωB97M-V with the def2-TZVPD basis set) results for a gas-phase ion, C4H8NO (charge +1).

```
! RIJCOSX wB97M-V def2-TZVPD def2/J DEFGRID3
* xyz 1 3
C -0.369 1.683 -0.131
C -0.464 1.211 1.282
C 0.396 0.402 0.305
C 0.606 -1.875 -0.806
N -0.043 -0.787 -0.195
O -1.628 -0.974 0.064
H -1.226 1.234 -0.816
H 0.284 2.380 -0.403
H 0.158 1.771 2.013
H -1.445 0.715 1.560
H 1.486 0.687 0.220
H 0.040 -2.734 -0.542
H 1.736 -1.773 -0.638
H 0.469 -1.940 -1.914
*
```

Computed properties:
Energy relative to the best compared isomer or geometry (same formula, charge and spin) in kJ/mol: 301.8
Largest force on an atom in eV/Å: 7.1
E_LUMO (spin up / spin down) in eV: -5.104 / -8.119
M in g/mol: 86.11
HOMO level (spin up / spin down) in eV: -14.549 / -16.466

***

Entry 6:
DFT (ωB97M-V with the def2-TZVPD basis set) results for 3 unconnected molecules or ions with the total composition C27H22F17I2N3O6S.

```
! RIJCOSX wB97M-V def2-TZVPD def2/J DEFGRID3
* xyz 0 1
C 0.542 0.024 4.743
C 1.015 -0.744 3.509
I 2.621 -2.131 3.856
C 0.533 -0.600 2.269
I -1.036 0.781 1.898
C 1.188 -1.433 1.172
N 2.245 -0.891 0.615
C 2.848 -1.664 -0.328
C 4.052 -1.144 -0.953
S 4.625 0.495 -0.431
C 4.741 -1.880 -1.906
C 6.039 -1.396 -2.555
C 7.228 -1.714 -1.581
O 7.422 -0.703 -0.579
C 7.203 -1.157 0.685
O 7.566 -0.550 1.651
C 4.189 -3.164 -2.286
O 4.825 -3.939 -3.230
C 3.042 -3.661 -1.695
N 2.566 -4.952 -2.112
C 2.946 -5.868 -1.389
O 3.294 -6.687 -0.629
C 2.324 -2.923 -0.680
N 1.226 -3.528 -0.135
C 0.711 -2.756 0.793
C -0.521 -3.332 1.552
C -1.830 -2.552 1.305
F -0.704 -4.651 1.110
H 0.146 1.024 4.515
H 1.435 0.190 5.377
H -0.152 -0.618 5.310
H 3.791 1.305 -1.146
H 6.249 -2.000 -3.454
H 6.039 -0.316 -2.756
H 8.174 -1.759 -2.156
H 7.119 -2.700 -1.096
H 6.687 -2.133 0.859
H 4.300 -3.938 -4.042
H -0.222 -3.414 2.611
H -2.114 -2.084 2.268
H -2.647 -3.259 1.082
H -1.748 -1.758 0.551
C -0.534 6.662 -1.408
C 0.508 5.791 -2.140
C 0.219 4.289 -2.155
F 0.195 3.794 -0.904
F 1.190 3.627 -2.830
F 1.735 6.038 -1.633
F 0.543 6.214 -3.436
O -0.217 7.039 -0.069
C -0.546 6.147 0.948
C 0.701 5.656 1.690
F 1.551 5.025 0.860
F 0.362 4.768 2.650
F -1.292 5.138 0.467
F -1.335 6.817 1.815
H -0.569 7.607 -1.951
H -1.542 6.255 -1.489
H -0.735 4.072 -2.645
H 1.234 6.493 2.148
C -7.847 -0.820 0.615
C -6.658 -0.042 1.215
C -6.002 1.014 0.322
F -5.463 0.479 -0.789
F -4.990 1.615 0.993
F -5.737 -0.922 1.665
F -7.133 0.610 2.314
O -7.580 -2.120 0.091
C -7.148 -2.248 -1.223
C -5.753 -2.872 -1.311
F -4.840 -2.114 -0.670
F -5.364 -2.966 -2.602
F -7.226 -1.068 -1.864
F -8.027 -3.070 -1.835
H -8.521 -1.010 1.450
H -8.427 -0.214 -0.082
H -6.719 1.785 0.027
H -5.746 -3.869 -0.864
*
```

Computed properties:
Largest force on an atom in eV/Å: 2.4
E_LUMO in eV: -0.607
M in g/mol: 1093.33
HOMO level in eV: -8.806